# C52H65N7O16

A cluster of 11 separate species, C52H65N7O16 in total in a non-equilibrium geometry (ωB97M-V with the def2-TZVPD basis set, the Open Molecules 2025 dataset).

Cartesian coordinates (Å):
O1 6.0655 14.2330 15.0890
C1 7.0774 14.9233 15.1822
C2 7.3236 15.9146 16.1679
C3 8.5659 16.4951 16.2665
O2 8.9830 17.3514 17.1588
C4 9.5578 16.3335 15.1506
O3 10.5913 16.9671 15.3579
C5 9.2510 15.4309 14.0409
C6 8.1213 14.7253 14.0907
O4 7.8032 13.8117 13.2221
H1 6.5542 16.1838 16.9036
H2 9.8315 17.6937 16.8795
H3 9.8243 15.4237 13.1034
H4 6.8716 13.5343 13.5356
O5 12.7258 12.5241 19.8298
C7 13.3091 12.4645 18.7179
C8 13.2426 11.3177 17.8002
C9 14.0665 11.4343 16.7294
O6 14.2738 10.5117 15.7854
C10 14.9306 12.6878 16.4254
O7 15.5236 12.6113 15.3629
C11 14.9220 13.8338 17.3963
C12 14.1920 13.6371 18.4810
O8 13.9973 14.5518 19.4114
H5 12.6748 10.4038 18.0800
H6 14.9735 10.8535 15.1809
H7 15.5129 14.7547 17.2680
H8 13.4592 14.0128 20.0827
O9 7.0519 13.1350 20.0217
C13 8.0792 13.3481 19.3407
C14 8.3053 12.9261 18.0262
C15 9.4188 13.4121 17.3472
O10 9.6873 13.1145 16.1152
C16 10.3381 14.3930 18.0544
O11 11.2586 14.8093 17.3574
C17 10.1517 14.7579 19.4103
C18 9.1757 14.1613 20.1022
O12 8.9291 14.4621 21.4302
H9 7.6531 12.2585 17.5575
H10 10.5497 13.5700 15.8212
H11 11.0309 15.1889 19.8889
H12 8.0169 14.0722 21.5478
O13 10.9124 19.4779 16.9202
C19 11.9549 19.0322 17.3305
C20 12.1881 18.3302 18.5490
C21 13.4036 17.9796 18.8994
O14 13.5405 17.3506 20.0577
C22 14.6402 17.9593 18.0085
O15 15.5834 17.3304 18.4115
C23 14.4101 18.6417 16.7138
C24 13.1728 19.2092 16.4590
O16 12.9036 19.9443 15.3684
H13 11.4004 18.1980 19.2139
H14 14.5004 16.9734 20.0342
H15 15.2916 18.8087 16.0296
H16 11.9547 20.1520 15.5185
C25 18.3462 16.0358 16.0631
C26 17.6108 15.6043 14.8744
C27 18.1678 16.1214 13.5683
C28 18.0477 17.5824 13.5582
N1 17.7733 18.6609 13.5564
H17 17.7823 15.7767 16.9571
H18 18.4328 17.1155 16.0541
H19 19.3015 15.6173 16.2300
H20 16.5669 15.9775 14.9138
H21 17.5265 14.5132 14.8722
H22 17.7423 15.8074 12.6465
H23 19.2212 15.8747 13.5272
C29 12.9989 16.5923 12.4265
C30 13.4172 16.6060 13.9082
C31 13.9093 15.2220 14.4090
C32 12.7968 14.2565 14.4264
N2 11.8969 13.5392 14.4277
H24 12.0896 16.0179 12.2746
H25 13.7663 16.1591 11.8047
H26 12.7736 17.7144 12.1997
H27 12.6176 17.0070 14.5193
H28 14.3068 17.2558 14.1010
H29 14.2462 15.2367 15.4386
H30 14.7072 14.8286 13.7587
C33 11.0138 7.1162 15.5655
C34 11.2945 8.5832 15.7571
C35 11.3804 9.4166 14.4295
C36 12.4997 9.0557 13.5632
N3 13.4672 8.8882 12.9833
H31 11.8264 6.6050 15.0420
H32 10.0940 6.9659 14.9769
H33 10.8664 6.7135 16.5721
H34 12.2328 8.8988 16.2638
H35 10.4327 9.1483 16.3038
H36 11.5110 10.4874 14.7311
H37 10.4326 9.3337 13.8863
C37 12.4486 12.3946 10.6459
C38 13.4767 12.5570 9.5362
C39 14.2911 13.8691 9.5587
C40 15.2627 13.9799 10.6307
N4 16.0958 14.1845 11.4036
H38 11.9743 11.4530 10.4148
H39 11.6309 13.1394 10.5057
H40 12.9956 12.4247 11.6472
H41 12.9142 12.3608 8.5947
H42 14.1494 11.6622 9.6214
H43 13.5997 14.6713 9.7643
H44 14.8009 14.0751 8.5671
C41 17.0449 9.7175 11.5210
C42 18.1731 10.6689 11.8939
C43 18.1593 11.0975 13.3594
C44 19.2410 11.8931 13.9041
N5 20.0069 12.5678 14.4566
H45 16.2315 9.7693 12.3432
H46 17.2159 8.6335 11.4542
H47 16.4844 9.9991 10.6514
H48 18.1956 11.4927 11.2012
H49 19.1517 10.2317 11.8585
H50 18.0180 10.1721 13.8879
H51 17.1504 11.6400 13.6825
C45 12.1632 21.2062 12.1586
C46 13.5799 21.5126 11.7947
C47 13.8201 23.0243 11.6808
C48 13.8541 23.5770 12.9944
N6 13.7899 23.8617 14.1071
H52 11.9234 20.1931 11.7847
H53 11.4156 21.8790 11.6386
H54 12.0496 21.3195 13.2231
H55 13.7074 20.9511 10.8326
H56 14.3689 21.1422 12.4831
H57 12.9164 23.5205 11.2643
H58 14.7119 23.2262 11.0120
C49 10.5049 19.4075 6.5568
C50 10.1062 19.1797 8.0491
C51 11.4456 18.9810 8.9221
C52 12.1321 17.7264 8.6024
N7 12.6303 16.7115 8.3760
H59 10.9203 20.4800 6.4588
H60 9.5753 19.3454 6.0160
H61 11.1562 18.5779 6.1625
H62 9.5353 18.3345 8.3211
H63 9.6817 20.1437 8.3746
H64 11.2177 19.0352 9.9773
H65 12.1483 19.8267 8.7497

SMILES: O=C1C=C(O)C(=O)C=C1O.O=C1C=C(O)C(=O)C=C1O.O=C1C=C(O)C(=O)C=C1O.O=C1C=C(O)C(=O)C=C1O.CCCC#N.CCCC#N.CCCC#N.CCCC#N.CCCC#N.CCCC#N.CCCC#N
spin multiplicity: 1
max |F|: 5.134 eV/A
Kohn-Sham gap: 0.2764 hartree
charge: 0
HOMO: -9.36 eV
LUMO level: -1.84 eV

---

# C2H2I2O

An isolated molecule of C2H2I2O in a non-equilibrium geometry (ωB97M-V with the def2-TZVPD basis set, the Open Molecules 2025 dataset).

Cartesian coordinates (Å):
O1 -0.5669 -0.7215 1.7355
C1 -0.6661 -0.4120 0.5473
I1 -2.3215 -0.4015 -0.6314
C2 0.6008 0.0295 -0.2650
I2 1.0083 2.1215 -0.4863
H1 1.4192 -0.3444 0.3977
H2 0.5263 -0.2716 -1.2977

SMILES: O=C(I)CI
spin multiplicity: 1
max |F|: 4.063 eV/A
Kohn-Sham gap: 0.3429 hartree
charge: 0
energy above the lowest of the compared OMol25 structures with the same formula, charge and spin: 0.0 kcal/mol
HOMO: -9.86 eV
LUMO level: -0.53 eV

---

# C5H4S

An isolated molecule of C5H4S in a non-equilibrium geometry (ωB97M-V with the def2-TZVPD basis set, the Open Molecules 2025 dataset).

Cartesian coordinates (Å):
C1 -1.0324 0.0615 0.9302
C2 -1.1045 -1.1513 0.5346
C3 -0.2604 1.2705 0.9198
C4 0.4423 1.0545 -0.1779
C5 -0.0649 -0.3471 -0.5944
S1 1.1475 -1.6102 -0.9292
H1 -0.1686 1.9397 1.7185
H2 1.2399 1.5285 -0.7132
H3 -0.6199 -0.2369 -1.4543
H4 0.4210 -2.5093 -0.2341

spin multiplicity: 1
max |F|: 2.432 eV/A
Kohn-Sham gap: 0.3561 hartree
charge: 0
energy above the lowest of the compared OMol25 structures with the same formula, charge and spin: 101.5 kcal/mol
HOMO: -9.42 eV
LUMO level: 0.27 eV